{
  "formula": "C84H179N9O10",
  "method": "ωB97M-V/def2-TZVPD",
  "elements": ["C", "C", "C", "C", "C", "C", "N", "O", "C", "C", "C", "H", "H", "H", "H", "H", "H", "H", "H", "H", "H", "H", "H", "H", "H", "H", "H", "H", "H", "H", "C", "C", "C", "C", "C", "C", "N", "O", "C", "C", "C", "H", "H", "H", "H", "H", "H", "H", "H", "H", "H", "H", "H", "H", "H", "H", "H", "H", "H", "H", "C", "C", "C", "C", "C", "C", "N", "O", "C", "C", "C", "H", "H", "H", "H", "H", "H", "H", "H", "H", "H", "H", "H", "H", "H", "H", "H", "H", "H", "H", "C", "C", "C", "C", "C", "C", "N", "O", "C", "C", "C", "H", "H", "H", "H", "H", "H", "H", "H", "H", "H", "H", "H", "H", "H", "H", "H", "H", "H", "H", "C", "C", "C", "C", "C", "C", "N", "O", "C", "C", "C", "H", "H", "H", "H", "H", "H", "H", "H", "H", "H", "H", "H", "H", "H", "H", "H", "H", "H", "H", "C", "C", "C", "C", "C", "C", "N", "O", "C", "C", "C", "H", "H", "H", "H", "H", "H", "H", "H", "H", "H", "H", "H", "H", "H", "H", "H", "H", "H", "H", "C", "C", "C", "C", "C", "C", "N", "O", "C", "C", "C", "H", "H", "H", "H", "H", "H", "H", "H", "H", "H", "H", "H", "H", "H", "H", "H", "H", "H", "H", "C", "C", "C", "C", "C", "C", "N", "O", "C", "C", "C", "H", "H", "H", "H", "H", "H", "H", "H", "H", "H", "H", "H", "H", "H", "H", "H", "H", "H", "H", "C", "C", "C", "C", "C", "C", "N", "O", "C", "C", "C", "H", "H", "H", "H", "H", "H", "H", "H", "H", "H", "H", "H", "H", "H", "H", "H", "H", "H", "H", "C", "C", "C", "O", "H", "H", "H", "H", "H", "H", "H", "H"],
  "coordinates": [[16.64526, -38.29598, 8.12915], [15.22978, -37.84369, 7.58033], [14.32803, -37.61673, 8.82200], [13.06068, -36.86144, 8.47107], [13.48410, -35.42928, 7.96455], [14.41577, -35.57117, 6.64399], [15.44900, -36.52171, 6.95656], [16.42560, -36.57515, 5.91972], [13.52854, -35.90003, 5.31514], [15.11588, -34.20707, 6.40449], [14.58877, -38.91022, 6.68030], [16.57176, -39.26395, 8.62489], [17.10508, -37.58135, 8.81176], [17.34336, -38.40101, 7.29865], [13.97105, -38.59442, 9.14570], [14.90684, -37.04501, 9.54741], [12.47033, -36.69090, 9.37135], [12.36112, -37.36094, 7.80083], [13.96428, -34.83394, 8.74115], [12.51802, -34.96331, 7.77049], [12.73124, -36.61545, 5.51662], [13.09818, -34.95667, 4.97903], [14.22520, -36.30032, 4.57857], [14.44379, -33.35025, 6.45217], [15.87103, -34.10825, 7.18429], [15.53116, -34.22083, 5.39680], [15.16422, -39.04885, 5.76502], [13.58813, -38.57289, 6.41008], [14.40868, -39.84688, 7.20787], [17.17342, -36.29303, 6.45150], [18.30743, -28.45763, 11.22268], [18.73063, -28.35832, 12.64708], [17.88603, -29.33534, 13.49995], [18.27648, -30.86809, 13.47275], [19.78604, -30.91595, 13.70774], [20.71349, -30.07517, 12.83485], [20.15758, -28.67494, 12.82288], [20.96752, -27.82417, 12.14224], [22.06540, -30.06209, 13.56654], [20.94932, -30.71081, 11.47122], [18.40787, -26.92342, 13.31679], [17.23520, -28.26736, 11.17550], [18.48016, -29.50419, 10.97172], [18.83617, -27.82378, 10.51080], [17.84816, -28.99703, 14.53543], [16.86731, -29.34239, 13.11233], [17.98506, -31.46768, 12.61039], [17.67102, -31.46355, 14.15609], [20.06467, -31.95993, 13.56430], [20.04737, -30.73888, 14.75103], [22.76996, -29.68180, 12.82690], [21.96249, -29.34647, 14.38226], [22.46678, -30.97406, 14.00847], [21.22382, -30.07400, 10.63026], [21.73108, -31.47003, 11.49474], [20.09710, -31.31336, 11.15695], [17.34680, -26.68646, 13.23882], [18.98677, -26.16508, 12.78963], [18.79533, -26.86931, 14.33416], [21.31520, -27.22206, 12.80419], [24.33060, -28.04662, 23.13236], [24.07814, -28.38907, 21.62959], [22.65010, -28.94614, 21.55817], [21.45173, -27.99336, 21.61846], [21.62201, -26.87411, 20.62070], [23.02703, -26.18678, 20.65489], [24.14076, -27.17833, 20.70424], [25.36152, -26.59884, 20.58542], [23.03411, -25.23963, 19.40258], [22.98335, -25.24703, 21.92217], [25.03252, -29.47593, 21.13885], [24.78321, -28.88722, 23.65832], [23.46393, -27.73484, 23.71527], [25.10186, -27.27649, 23.14414], [22.59660, -29.62148, 20.70427], [22.42849, -29.55320, 22.43593], [21.28357, -27.45321, 22.55015], [20.48984, -28.50027, 21.54170], [20.81323, -26.19530, 20.89125], [21.49259, -27.37201, 19.65974], [22.05215, -24.82383, 19.17681], [23.85625, -24.53108, 19.50326], [23.20221, -25.82475, 18.49844], [22.79138, -25.74440, 22.87289], [23.99337, -24.83724, 21.92912], [22.32616, -24.38543, 21.80448], [24.99300, -30.33867, 21.80384], [26.05124, -29.08824, 21.13820], [24.74203, -29.80852, 20.14231], [25.72674, -27.07391, 19.83541], [13.80350, -15.82185, 8.51298], [13.69607, -17.00660, 7.44336], [15.07543, -17.58254, 7.11017], [15.63126, -18.51610, 8.16944], [14.65822, -19.65217, 8.47317], [13.25247, -19.15331, 8.82231], [12.79453, -18.04156, 8.01756], [11.50381, -17.56535, 8.32103], [12.39003, -20.38020, 8.53444], [13.12247, -18.76771, 10.31705], [13.02863, -16.43529, 6.08782], [14.10530, -16.35227, 9.41612], [12.82027, -15.36999, 8.64405], [14.52745, -15.03851, 8.28853], [15.14466, -17.99245, 6.10255], [15.78169, -16.75311, 7.07325], [15.90605, -17.85752, 8.99337], [16.56076, -18.94442, 7.79436], [15.00487, -20.17637, 9.36378], [14.62826, -20.39916, 7.67995], [12.78599, -21.22925, 9.09159], [11.32821, -20.23616, 8.73415], [12.38646, -20.56298, 7.45988], [12.14027, -18.40384, 10.61866], [13.31478, -19.59842, 10.99605], [13.88819, -18.01784, 10.51564], [12.03005, -16.01290, 6.19979], [13.15021, -17.12561, 5.25310], [13.68985, -15.61172, 5.81832], [10.97841, -17.85246, 7.57062], [23.06968, -18.37279, 14.28253], [22.27430, -17.01932, 14.34648], [20.74809, -17.37586, 14.65967], [19.87057, -16.20017, 14.99166], [20.49871, -15.40826, 16.15409], [21.98794, -14.93067, 15.97916], [22.79486, -16.10833, 15.44256], [24.16381, -15.82921, 15.35933], [22.00950, -13.76761, 14.99055], [22.50148, -14.48612, 17.34565], [22.28742, -16.25775, 12.94431], [22.74891, -19.09928, 15.02914], [24.12942, -18.13198, 14.36661], [22.85526, -18.95027, 13.38328], [20.21057, -17.92675, 13.88787], [20.60431, -17.98608, 15.55133], [18.89279, -16.46998, 15.39071], [19.68863, -15.56859, 14.12212], [20.58612, -16.18725, 16.91146], [19.81568, -14.69374, 16.61349], [21.79587, -12.80840, 15.46212], [23.00126, -13.66089, 14.55111], [21.24296, -13.90795, 14.22844], [21.69982, -14.03192, 17.92800], [22.89974, -15.24543, 18.01866], [23.30764, -13.75318, 17.31410], [21.90155, -16.88892, 12.14379], [23.28876, -15.93126, 12.66356], [21.67159, -15.36458, 12.83892], [24.56614, -16.50864, 15.90532], [28.81484, -26.88124, 13.89424], [29.93128, -27.82042, 13.59258], [30.24091, -28.47985, 14.96940], [31.17709, -29.74041, 14.82490], [30.50268, -30.78551, 13.87062], [30.19889, -30.23327, 12.47781], [29.48967, -28.91094, 12.65267], [29.14171, -28.44359, 11.43066], [31.49301, -30.10231, 11.61289], [29.26160, -31.27272, 11.72463], [31.14193, -27.03201, 13.09291], [28.55518, -26.19238, 13.09041], [29.06990, -26.20612, 14.71110], [27.98761, -27.55219, 14.12583], [30.82049, -27.74030, 15.52190], [29.33649, -28.71480, 15.53057], [31.42002, -30.17415, 15.79493], [32.13906, -29.45558, 14.39877], [29.59625, -31.14112, 14.36055], [31.13590, -31.66775, 13.77697], [32.02258, -31.05074, 11.70303], [31.28660, -29.89138, 10.56360], [32.19278, -29.34783, 11.97230], [28.89965, -30.75657, 10.83543], [29.74718, -32.21852, 11.48425], [28.38473, -31.50749, 12.32802], [32.02915, -27.65570, 12.98354], [31.44088, -26.12758, 13.62274], [30.93995, -26.61800, 12.10504], [28.21310, -28.68097, 11.37639], [16.97575, -40.62688, 19.16330], [17.87834, -39.42823, 19.02294], [17.31289, -38.22796, 19.89505], [17.65350, -38.18734, 21.37540], [19.20603, -38.32297, 21.47072], [19.74088, -39.59404, 20.86469], [19.34791, -39.66266, 19.42361], [19.81714, -40.76457, 18.87572], [21.26142, -39.44297, 20.92762], [19.28281, -40.84143, 21.67689], [17.88544, -39.11607, 17.54217], [17.26977, -41.47832, 18.54954], [15.91881, -40.40557, 19.01497], [16.98355, -40.90520, 20.21714], [17.47026, -37.25020, 19.43973], [16.23511, -38.38700, 19.86049], [17.18151, -39.01158, 21.91014], [17.31359, -37.28205, 21.87842], [19.41188, -38.26702, 22.53964], [19.60757, -37.40780, 21.03561], [21.83758, -40.07531, 20.25214], [21.61742, -38.46987, 20.58933], [21.50407, -39.61313, 21.97656], [19.65230, -40.83654, 22.70235], [18.19999, -40.89870, 21.78794], [19.52164, -41.82003, 21.26048], [18.48039, -38.20977, 17.42918], [16.88213, -38.99081, 17.13501], [18.29571, -39.89913, 16.90451], [20.37698, -40.39991, 18.18637], [2.73318, -27.34840, 12.11563], [3.69058, -27.85526, 10.96577], [3.46774, -26.90051, 9.75289], [4.49174, -26.96714, 8.62912], [5.92668, -26.82447, 9.21139], [6.20152, -27.90713, 10.30225], [5.14609, -27.87346, 11.38355], [5.35655, -28.63734, 12.50892], [6.44042, -29.31802, 9.61652], [7.46809, -27.52739, 10.92623], [3.16773, -29.27647, 10.61736], [1.74709, -27.27479, 11.65703], [3.12145, -26.44403, 12.58409], [2.55166, -28.15867, 12.82175], [2.59084, -27.26433, 9.21737], [3.31581, -25.86278, 10.04976], [4.25035, -26.25991, 7.83560], [4.40612, -27.91623, 8.09997], [5.99925, -25.77654, 9.50236], [6.56041, -26.80268, 8.32482], [5.61622, -29.63078, 8.97545], [7.35006, -29.26858, 9.01802], [6.43332, -30.03882, 10.43414], [7.83555, -28.22233, 11.68130], [8.23537, -27.37393, 10.16740], [7.37321, -26.57429, 11.44652], [2.07821, -29.30882, 10.61786], [3.60715, -29.98645, 11.31804], [3.55785, -29.68304, 9.68430], [5.24820, -27.98497, 13.20482], [28.57191, -39.03141, 14.41247], [27.07660, -39.38208, 14.09660], [26.19131, -38.27938, 14.71499], [24.69879, -38.45860, 14.16319], [24.69288, -38.34606, 12.69001], [25.53237, -39.34602, 12.00749], [26.90794, -39.53384, 12.61449], [27.60274, -40.57239, 12.16297], [24.72476, -40.71299, 12.00314], [25.64816, -38.90396, 10.54215], [26.70582, -40.63682, 14.81556], [28.62891, -38.70362, 15.45045], [28.91389, -38.16815, 13.84155], [29.23388, -39.87758, 14.22834], [26.20549, -38.18095, 15.80044], [26.68080, -37.38481, 14.32997], [23.99427, -37.78848, 14.65582], [24.32332, -39.44423, 14.43826], [25.10501, -37.37156, 12.42809], [23.64363, -38.45756, 12.41661], [23.68601, -40.49802, 11.75237], [25.18992, -41.28714, 11.20184], [24.78360, -41.28917, 12.92653], [24.67964, -38.92941, 10.04272], [26.14781, -37.93803, 10.46842], [26.35810, -39.49391, 9.96245], [27.17476, -40.53160, 15.79389], [27.21426, -41.49867, 14.38335], [25.68853, -41.00775, 14.94058], [28.04927, -40.18696, 11.40557], [10.66261, -31.36643, 17.60073], [10.12901, -32.78070, 17.31385], [10.46136, -33.30541, 15.91054], [10.86005, -33.58942, 18.18386], [11.69204, -31.08577, 17.37804], [10.58896, -31.10846, 18.65720], [9.97677, -30.68707, 17.09457], [9.05398, -32.89789, 17.45049], [11.51052, -33.58264, 15.80797], [10.18761, -32.55240, 15.17153], [9.82658, -34.16349, 15.68949], [10.46808, -34.46219, 18.10496]],
  "atomic_forces_ev_per_a": [[-0.72, -0.11, -0.91], [0.77, 0.11, 0.97], [-0.58, -0.43, -1.29], [0.77, 2.08, 0.57], [-0.41, -1.87, -1.54], [-2.31, 1.03, 0.07], [0.03, -0.45, 0.82], [-0.31, -0.17, 0.30], [1.13, 0.30, 1.83], [-0.35, -0.69, -0.12], [-0.15, 0.58, -0.08], [-0.08, 0.00, 0.04], [-0.39, 0.18, 0.12], [-0.05, -0.21, -0.07], [0.69, -0.16, 0.60], [-0.19, -0.28, 0.30], [-0.01, -0.12, 0.24], [0.39, -0.07, -0.35], [0.31, -0.27, 0.01], [0.26, 0.56, -0.63], [0.06, -0.01, -0.02], [-0.04, -0.12, -0.14], [-0.17, 0.05, -0.15], [-0.26, -0.18, 0.13], [0.21, 0.22, -0.22], [0.40, 0.14, 0.19], [0.00, -0.19, 0.07], [0.03, 0.10, -0.24], [0.47, -0.11, 0.01], [0.51, 0.08, -0.52], [-0.47, -0.34, -0.54], [-0.04, 0.64, 1.97], [-0.58, -1.85, -0.56], [0.56, 1.46, -0.09], [-0.37, -1.65, 0.30], [-0.59, 0.26, 0.36], [-0.63, -1.76, 2.16], [0.97, 1.12, -1.41], [0.06, 1.45, -0.26], [-0.43, -0.96, -0.87], [1.34, -0.98, -1.30], [-0.04, 0.08, -0.32], [-0.15, -0.02, -0.50], [0.08, 0.06, 0.23], [0.16, -0.11, 0.02], [-0.20, 0.63, 0.09], [0.30, 0.82, -1.02], [0.37, 0.47, 1.02], [0.43, -0.18, -0.09], [-0.30, 0.39, 0.14], [0.43, 0.08, 0.34], [0.24, 0.12, 0.08], [-0.52, -0.36, -0.43], [-0.12, 0.49, 0.34], [0.30, 0.08, 0.42], [-0.41, 0.27, -0.14], [0.07, -0.10, 0.14], [-0.21, 0.16, -0.30], [-0.38, -0.36, 0.16], [0.15, 0.10, 0.06], [1.19, 0.16, -0.59], [-1.33, 1.29, 0.76], [-1.05, -0.52, 0.62], [0.72, 0.92, 0.11], [0.43, -1.30, -0.33], [-2.03, 0.80, 1.13], [-3.48, -1.73, -0.33], [1.60, 0.59, 0.30], [0.92, -1.47, 0.18], [1.31, -0.10, -0.86], [0.02, 0.54, 0.11], [-0.14, -0.24, -0.07], [-0.07, 0.12, -0.37], [-0.08, 0.28, 0.27], [-0.37, 0.17, -0.27], [0.81, -0.60, 0.09], [0.78, -0.45, 0.77], [0.13, -0.34, -0.61], [0.24, 0.60, -0.84], [-0.22, 0.56, -0.52], [0.10, 0.47, 0.75], [-0.34, 0.33, -0.17], [0.42, -0.29, -0.01], [-0.04, -0.08, -0.19], [0.14, 0.20, 0.54], [-0.26, -0.22, -0.15], [-0.02, 0.06, 0.05], [0.11, -0.15, -0.08], [0.13, 0.11, -0.09], [0.39, 0.29, -0.19], [0.00, -1.32, -0.78], [-1.84, 1.35, -0.17], [0.30, 0.47, -0.05], [-0.04, -0.21, -0.72], [0.52, 1.19, 0.86], [-1.38, -0.50, 1.05], [1.30, -0.11, -2.34], [0.50, -0.02, 0.38], [-0.82, 0.23, -0.34], [0.68, -0.30, 0.17], [1.77, -0.02, 1.29], [-0.04, 0.55, 0.25], [0.06, -0.11, 0.14], [0.06, -0.13, -0.26], [-0.48, -0.42, 0.01], [-0.13, 0.36, -0.11], [-0.20, -0.49, 0.57], [0.16, 0.04, 0.07], [0.02, -0.19, 0.04], [-0.01, 0.31, -0.27], [-0.22, -0.13, -0.10], [0.01, 0.06, 0.60], [0.43, -0.28, -0.08], [0.02, 0.24, -0.49], [0.21, -0.28, -0.15], [-0.15, 0.13, 0.31], [0.01, -0.37, 0.10], [-0.50, -0.33, 0.20], [-0.06, 0.33, -0.07], [-0.15, -0.06, -0.10], [-0.47, 0.95, 0.10], [-1.49, 0.88, -0.70], [0.02, 0.20, 0.57], [0.32, 1.95, 0.34], [1.08, -1.47, 0.24], [-0.53, -0.64, -0.95], [-2.05, -1.33, 1.09], [0.02, 0.39, -0.68], [0.10, 0.43, 0.01], [0.51, 0.20, 0.68], [0.19, -0.66, 0.16], [0.16, 0.49, 0.66], [0.03, -0.42, -0.15], [0.19, 0.59, -0.49], [0.75, -0.17, -0.55], [0.88, -0.46, 0.11], [-0.10, -0.49, -0.37], [-0.02, 0.13, -0.13], [0.01, -0.09, 0.48], [0.33, 0.56, -0.41], [-0.12, -0.03, 0.27], [-0.04, -0.10, -0.20], [0.26, 0.04, -0.14], [-0.19, 0.19, -0.22], [-0.17, -0.61, -0.42], [-0.02, 0.13, -0.43], [0.21, -0.43, 0.03], [0.18, -0.21, 0.14], [-0.10, -0.06, 0.74], [0.08, 0.04, 0.21], [-0.98, 0.37, -0.51], [1.25, -1.01, 0.43], [1.79, -0.95, -0.75], [-1.15, 0.14, -0.87], [0.63, 0.59, 0.93], [0.22, 0.20, -0.18], [0.26, -1.62, 2.52], [-0.53, 1.16, -1.87], [-0.13, -0.22, 0.64], [-0.03, 1.55, 0.72], [0.53, 0.06, -1.03], [-0.10, -0.32, -0.38], [0.01, -0.37, 0.33], [-0.47, 0.57, 0.23], [-0.23, 0.15, 0.24], [-0.06, -0.11, -0.16], [-0.26, -0.08, 0.05], [0.03, 0.23, -0.07], [-0.28, 0.12, -0.14], [0.14, -0.03, -0.11], [0.03, -0.13, -0.30], [-0.15, -0.05, 0.09], [-0.21, 0.05, 0.06], [0.14, -0.43, -0.27], [0.29, 0.28, -0.07], [-0.01, 0.06, 0.19], [-0.01, 0.06, 0.14], [-0.32, -0.23, 0.77], [-0.20, -0.32, -0.30], [-0.20, 0.27, -0.32], [-0.23, -0.74, 1.66], [0.90, 0.40, 0.75], [-1.15, -0.66, -0.60], [1.58, -0.82, -0.46], [-2.18, 0.84, 1.05], [0.08, -0.56, -0.75], [-2.88, 4.09, 2.17], [1.42, -2.99, -1.91], [0.31, -0.20, -0.26], [-0.48, -0.05, 0.16], [0.30, 0.94, -0.28], [0.07, 0.09, 0.07], [0.09, 0.29, -0.58], [0.07, -0.55, 0.00], [0.44, -0.08, -0.18], [-0.26, 0.24, -0.33], [-0.04, -0.11, -0.04], [0.01, 0.15, -0.29], [0.57, -0.24, 0.07], [0.36, -0.23, -0.30], [-0.30, -0.78, 0.39], [-0.45, 0.42, 0.39], [0.61, 0.06, -0.15], [0.30, 0.20, -0.01], [-0.05, 0.34, -0.06], [0.50, 0.26, -0.38], [-0.10, 0.13, -0.50], [-0.14, 0.38, 0.28], [0.33, -0.21, 0.39], [0.31, -0.62, -0.30], [0.88, -1.16, -0.87], [-0.16, -0.36, -0.02], [0.09, -0.68, -0.60], [0.93, -0.52, 0.69], [-2.12, 0.28, -1.07], [-0.77, -0.78, -0.83], [-1.70, 2.49, -2.76], [0.32, -0.92, 0.28], [-1.21, 0.93, 0.67], [1.85, 0.83, 1.25], [1.02, -0.09, -0.02], [0.04, 0.79, -0.06], [-0.35, 0.04, -0.02], [0.52, 0.11, 0.44], [-0.72, 0.26, 0.63], [0.02, -0.03, 0.25], [0.19, 0.46, 0.25], [0.04, -0.35, 0.19], [0.12, -0.09, 1.04], [0.76, -0.93, 0.32], [0.00, 0.24, -0.16], [0.06, -0.29, 0.28], [0.63, -0.19, -0.11], [-0.02, -0.27, -0.17], [0.11, -0.21, 0.00], [-0.14, 0.16, 0.00], [0.08, -0.14, 0.03], [-0.46, 0.05, 0.53], [-0.24, 0.46, -0.44], [0.22, -0.10, 0.31], [-0.86, -0.02, -0.20], [-0.15, -0.07, 0.10], [-1.22, 0.20, -2.08], [1.62, 0.02, 2.03], [-0.06, 1.51, 0.69], [0.19, -3.08, -0.55], [-2.79, 5.08, 1.83], [1.01, -2.31, -1.36], [1.03, 0.59, -0.54], [1.17, -0.10, 0.01], [1.32, -2.02, 0.90], [0.09, -0.34, 0.17], [-0.15, -0.10, -0.34], [-0.02, 0.05, 0.08], [0.28, -0.65, -0.03], [-0.66, 0.68, -0.06], [0.18, 0.39, -0.15], [0.19, -0.20, 0.17], [-0.46, 0.40, -0.12], [0.16, 0.28, -0.78], [0.00, -0.18, -0.04], [-0.30, -0.43, 0.11], [0.01, 0.20, -0.02], [0.08, 0.19, 0.02], [-0.57, 0.48, 0.22], [-0.26, -0.73, 0.01], [-0.34, -0.24, 0.39], [0.23, -0.06, -0.21], [-0.23, 0.85, -0.14], [0.50, -0.40, -0.13], [-1.42, 0.54, 0.08], [2.12, 0.48, -0.96], [-0.83, 0.73, -0.35], [-0.15, -1.13, 1.38], [0.02, -0.74, -0.65], [-0.33, -0.36, 0.17], [0.24, 0.37, -0.17], [-0.15, 0.50, 0.36], [-0.06, 0.17, 0.11], [0.16, 0.03, -0.24], [0.13, -0.25, 0.02], [0.27, -0.36, 0.25]],
  "charge": 0,
  "orbital_gap_ev": 8.165,
  "fmax_ev_per_a": 6.1,
  "smiles": "CC1(C)CCCC(C)(C)N1O.CC1(C)CCCC(C)(C)N1O.CC1(C)CCCC(C)(C)N1O.CC1(C)CCCC(C)(C)N1O.CC1(C)CCCC(C)(C)N1O.CC1(C)CCCC(C)(C)N1O.CC1(C)CCCC(C)(C)N1O.CC1(C)CCCC(C)(C)N1O.CC1(C)CCCC(C)(C)N1O.CC(C)O",
  "e_above_lowest_kj_mol": 214.51
}